{
  "formula": "C29H35Cl3N4O2P2Sr",
  "method": "ωB97M-V/def2-TZVPD",
  "elements": ["Sr", "C", "C", "C", "C", "C", "C", "C", "C", "C", "H", "H", "H", "H", "H", "H", "H", "H", "H", "H", "H", "H", "H", "H", "H", "P", "P", "N", "N", "N", "N", "C", "C", "C", "C", "C", "C", "C", "C", "C", "C", "C", "C", "C", "C", "C", "C", "C", "C", "H", "H", "H", "H", "H", "H", "H", "H", "H", "H", "H", "H", "H", "H", "H", "H", "H", "H", "H", "H", "Cl", "C", "Cl", "Cl", "C", "O", "O"],
  "xyz": [[-0.24854, -1.17924, 5.82983], [-1.26386, 2.08431, 4.33339], [-1.54007, 1.13950, 3.42986], [-0.83445, 0.89631, 2.13120], [0.37010, -0.07087, 2.16856], [1.40743, 0.14688, 3.21852], [1.70832, 1.30330, 3.82354], [1.13231, 2.64050, 3.51751], [-0.12261, 3.03889, 4.32852], [2.12833, -1.73330, 6.56565], [-1.95120, 2.22268, 5.17126], [-2.41791, 0.49641, 3.58788], [-0.55272, 1.83723, 1.62837], [-1.57502, 0.41926, 1.46279], [-0.00644, -1.10114, 2.27464], [0.82300, -0.04430, 1.16256], [2.01540, -0.74295, 3.44811], [2.48162, 1.30397, 4.60426], [0.94828, 2.76743, 2.44678], [1.89913, 3.38529, 3.77860], [0.16951, 3.17156, 5.38280], [-0.42417, 4.03972, 3.96786], [2.13800, -1.57195, 7.66143], [3.05539, -1.31659, 6.14613], [2.10468, -2.82714, 6.35759], [1.44771, -1.21565, -3.20347], [-1.54809, -0.67508, -2.82052], [2.90019, -0.23806, -3.11891], [2.22039, -2.46203, -4.22566], [-1.82875, 1.04603, -2.60726], [-3.22014, -1.04269, -3.24052], [0.60358, -0.26554, -4.56887], [-0.89576, -0.56972, -4.56614], [3.26868, 0.42141, -1.93505], [4.29905, 1.29959, -2.22352], [4.57428, 1.19787, -3.62801], [3.69729, 0.26007, -4.15792], [2.38803, -3.77222, -3.75349], [2.84437, -4.56915, -4.79455], [2.95985, -3.73616, -5.95340], [2.57845, -2.45188, -5.57894], [-1.65153, 1.64397, -1.35370], [-1.77585, 3.01747, -1.49342], [-2.01833, 3.28648, -2.87882], [-2.04476, 2.06480, -3.54183], [-4.13989, -0.34088, -4.03459], [-5.22395, -1.17262, -4.29191], [-4.95727, -2.43517, -3.66223], [-3.72775, -2.33716, -3.03471], [1.03475, -0.50021, -5.54735], [0.78957, 0.80132, -4.38910], [-1.43397, 0.16012, -5.18032], [-1.08504, -1.55880, -5.00396], [2.74840, 0.17732, -1.01979], [4.79241, 1.94843, -1.51524], [5.32163, 1.75234, -4.18115], [3.57924, -0.09166, -5.17122], [2.15324, -3.99146, -2.72194], [3.06751, -5.62480, -4.73178], [3.27526, -4.04147, -6.94465], [2.53323, -1.55055, -6.17298], [-1.45435, 1.01007, -0.50146], [-1.70143, 3.73760, -0.69569], [-2.15264, 4.25603, -3.33626], [-2.20159, 1.85588, -4.58938], [-3.95188, 0.67474, -4.34181], [-6.10096, -0.91195, -4.86997], [-5.59128, -3.31040, -3.67866], [-3.14191, -3.04526, -2.46770], [-2.39874, 1.93815, 9.91285], [-2.03661, 0.23904, 9.60543], [-0.81001, -0.34371, 10.73850], [-3.51081, -0.72322, 9.78566], [-1.46155, 0.04466, 8.13618], [-0.38724, 0.62913, 7.75969], [-2.06950, -0.79081, 7.36197]],
  "mulliken_charge": [1.5199, -0.6368, -0.6123, -0.2155, 0.2172, -1.0430, -0.0017, -0.9769, -0.6718, -1.6811, 0.4075, 0.5010, 0.1599, 0.4966, 0.2876, -0.2155, 0.5511, 0.3643, 0.4046, 0.4016, 0.3981, 0.3252, 0.3802, 0.2344, 0.4050, -0.0713, -0.2416, 0.3226, 0.3202, 0.4557, 0.3386, -0.6512, -1.0627, -0.3503, -0.5899, -0.6397, -0.1257, -0.4255, -0.6002, -0.7716, -0.0922, -0.1625, -0.3604, -1.0778, -0.1634, -0.1067, -0.6078, -0.5413, -0.4216, 0.4543, 0.4647, 0.4200, 0.5144, 0.3140, 0.4149, 0.4322, 0.2243, 0.4039, 0.4008, 0.4236, 0.3183, -0.0573, 0.4684, 0.4361, 0.4319, 0.2811, 0.4283, 0.4057, 0.3568, -0.1277, 0.5659, -0.1229, -0.1189, 0.5451, -0.6981, -0.9538],
  "energy_ha": -3589.49573,
  "total_charge": 0,
  "multiplicity": 1
}

---

{
  "formula": "C4H11NO2",
  "method": "ωB97M-V/def2-TZVPD",
  "elements": ["C", "C", "N", "C", "C", "O", "H", "H", "H", "H", "H", "H", "H", "H", "H", "O", "H", "H"],
  "xyz": [[0.09198, 1.50371, -2.04456], [0.11617, 0.94642, -0.63424], [1.16353, -0.04798, -0.47692], [1.02939, -0.90258, 0.67880], [0.08134, -2.00566, 0.26115], [-1.08056, -2.00537, 0.58080], [1.11431, 1.78958, -2.31475], [-0.52240, 2.40250, -2.08239], [-0.14910, 0.73730, -2.76724], [-0.79944, 0.52966, -0.27072], [0.25796, 1.78772, 0.07427], [2.07431, 0.34409, -0.65958], [2.02488, -1.27871, 0.92296], [0.69178, -0.36706, 1.57802], [0.54290, -2.72626, -0.44310], [-2.04490, -0.10340, 2.86195], [-1.60103, -0.43715, 2.07104], [-2.99111, -0.16680, 2.66451]],
  "mulliken_charge": [-1.2417, -0.2826, -0.3068, -0.6712, 0.1656, -0.4632, 0.2996, 0.3637, 0.3352, 0.3326, 0.2730, 0.2510, 0.3787, 0.2606, 0.3473, -0.6639, 0.3255, 0.2967],
  "energy_ha": -364.21219,
  "total_charge": 0,
  "de_lowest_kj_mol": 147.0,
  "smiles": "CCNCC=O.O",
  "multiplicity": 1
}

---

{
  "formula": "C34H22Br4N8O9Ti",
  "method": "ωB97M-V/def2-TZVPD",
  "elements": ["Ti", "C", "C", "C", "C", "C", "C", "N", "C", "C", "C", "C", "C", "N", "C", "C", "C", "C", "C", "C", "N", "H", "H", "H", "H", "H", "H", "H", "H", "H", "H", "H", "H", "H", "H", "H", "O", "C", "O", "C", "C", "C", "C", "C", "C", "O", "N", "O", "O", "N", "O", "O", "H", "H", "Br", "C", "C", "Br", "C", "Br", "C", "O", "C", "O", "C", "Br", "N", "C", "C", "N", "C", "C", "N", "H", "H", "H", "H", "H"],
  "xyz": [[0.94338, 0.09273, 0.01225], [-3.43462, -2.69791, 2.74703], [-2.13851, -2.11158, 3.18837], [-1.30441, -2.85904, 4.07347], [-0.16989, -2.28868, 4.60572], [0.15545, -1.02428, 4.20073], [-0.67775, -0.35515, 3.23195], [-1.83451, -0.87961, 2.77894], [-0.10671, 0.90696, 2.79775], [0.57885, 1.62304, 3.82357], [1.17317, 2.82604, 3.51038], [0.96453, 3.40673, 2.27824], [0.16548, 2.73501, 1.33009], [-0.15797, 1.42423, 1.52198], [-0.43589, 3.54056, 0.25198], [0.08849, 4.86474, -0.00623], [-0.47482, 5.60168, -1.04508], [-1.63094, 5.12921, -1.64006], [-2.13913, 3.86993, -1.25132], [-3.39592, 3.33564, -1.87688], [-1.54629, 3.09726, -0.34951], [-4.08999, -2.88944, 3.59425], [-3.89427, -1.96600, 2.07320], [-3.21765, -3.62852, 2.20157], [-1.64608, -3.84128, 4.37725], [0.50900, -2.82117, 5.26332], [1.10904, -0.59172, 4.52886], [0.49781, 1.27340, 4.84115], [1.83105, 3.29584, 4.25915], [1.22045, 4.48660, 2.10002], [1.01460, 5.14885, 0.44490], [-0.03801, 6.54906, -1.38890], [-2.14122, 5.68083, -2.41892], [-3.99666, 4.18721, -2.23733], [-3.17156, 2.64897, -2.65587], [-3.96543, 2.86650, -1.06698], [0.56598, 2.59951, -3.36410], [0.76264, 1.56487, -2.72982], [0.72863, 1.42189, -1.38403], [1.10846, 0.31498, -3.46219], [0.87862, 0.24453, -4.83981], [1.13521, -0.96652, -5.56240], [1.60139, -2.11310, -4.93066], [1.77831, -2.00353, -3.54893], [1.54278, -0.84475, -2.74696], [1.79622, -0.88989, -1.44401], [2.23900, -3.28978, -2.95081], [2.94330, -4.02275, -3.67071], [1.92712, -3.52855, -1.76142], [0.83090, -1.06462, -6.94645], [1.10835, -2.14171, -7.52424], [0.28510, -0.07794, -7.46674], [0.49506, 1.11879, -5.31772], [1.75309, -3.02178, -5.47828], [6.45147, -1.43196, 3.68859], [4.79860, -1.58310, 2.88378], [4.07076, -2.76163, 2.86882], [4.74022, -4.31803, 3.63858], [2.81276, -2.75992, 2.29389], [1.78555, -4.35204, 2.21072], [2.29034, -1.59079, 1.70774], [1.06803, -1.42340, 1.23303], [3.08727, -0.46044, 1.61707], [2.56392, 0.52901, 0.93837], [4.32001, -0.45213, 2.27755], [5.23274, 1.18141, 2.29642], [-4.47985, -0.21367, -0.72515], [-3.28904, -0.83861, -0.81615], [-2.10014, -0.12098, -0.62578], [-0.95273, -0.81434, -0.65482], [-0.94559, -2.13601, -0.91400], [-2.14396, -2.76712, -1.24807], [-3.30466, -2.12556, -1.18939], [-4.55586, 0.72679, -0.41352], [-5.32302, -0.64974, -1.05080], [-2.06499, 0.96789, -0.44590], [-0.02424, -2.71279, -0.89829], [-2.16083, -3.82916, -1.64246]],
  "mulliken_charge": [-0.3422, -1.3757, 0.8317, -0.7076, -0.6145, -0.7966, 0.8408, -0.4537, 0.7952, -0.9938, -1.4233, -0.7600, 1.5086, 0.1345, 0.5281, -1.1890, -0.6189, -0.8682, 0.9326, -1.1476, -0.1336, 0.4336, 0.1943, 0.2932, 0.3298, 0.3784, 0.2656, 0.6731, 0.2379, 0.0308, 0.3198, 0.3334, 0.3242, 0.4900, 0.2278, 0.0617, -0.7537, -0.0857, -0.1276, 0.5886, -0.8404, -0.3635, -0.4188, 0.1775, 0.3921, -0.4953, 0.9387, -0.6570, -0.5109, 1.0010, -0.6641, -0.6436, 0.6273, 0.5937, -0.2323, 0.4314, 0.4284, -0.2205, -0.4913, -0.2066, 0.0866, 0.3245, 0.4609, 0.0590, -0.4400, -0.1828, -0.3480, 0.0398, 0.4618, 1.1098, -0.3575, -0.7437, -0.6966, 0.1959, 0.2351, -0.1776, 0.4492, 0.3161],
  "energy_ha": -13569.66813,
  "total_charge": -2,
  "de_lowest_kj_mol": 0.0,
  "s_squared": 2.036,
  "multiplicity": 3
}

---

{
  "formula": "C3H8N2O2",
  "method": "ωB97M-V/def2-TZVPD",
  "elements": ["C", "N", "C", "N", "O", "H", "H", "H", "H", "H", "H", "C", "O", "H", "H"],
  "xyz": [[1.03512, 0.51546, 1.07381], [0.28478, 0.87658, 0.11832], [0.56275, 0.22274, -1.18257], [0.25349, 1.07688, -2.29506], [-0.25195, -0.89368, -1.33178], [0.87590, 0.93178, 2.07166], [1.82034, -0.24774, 0.97664], [1.63751, -0.03395, -1.22231], [-0.75730, 1.06522, -2.40638], [0.52234, 2.03176, -2.08159], [-0.30365, -1.40857, -0.51090], [-1.43802, -1.02793, 1.69793], [-0.88652, -1.97778, 1.19234], [-1.83988, -0.19217, 1.10378], [-1.51492, -0.93860, 2.79608]],
  "mulliken_charge": [-0.3530, -0.4944, 0.2144, -0.6717, -0.5318, 0.3638, 0.2777, 0.3257, 0.2616, 0.2336, 0.4113, -0.1549, -0.4896, 0.3079, 0.2994],
  "energy_ha": -379.04098,
  "total_charge": 0,
  "de_lowest_kj_mol": 262.6,
  "smiles": "C=N[C@H](N)O.C=O",
  "multiplicity": 1
}